C28H32N2O8 in the gas phase. Source: the Open Molecules 2025 dataset; level of theory: the ωB97M-V functional and the def2-TZVPD basis.

Cartesian coordinates (Å):
C -2.61 -3.70 -1.12
O -1.87 -2.51 -0.98
C -1.49 -2.11 0.27
C -1.78 -2.82 1.42
C -1.41 -2.35 2.67
C -0.74 -1.15 2.78
C -0.43 -0.42 1.64
C 0.32 0.89 1.77
C 1.54 0.91 0.89
C 2.62 0.14 1.15
O 2.62 -0.62 2.27
C 3.83 0.07 0.31
C 3.74 -0.07 -1.08
C 4.88 -0.19 -1.83
C 6.14 -0.14 -1.24
C 6.24 0.04 0.15
C 5.08 0.12 0.91
O 7.44 0.14 0.79
C 8.51 0.41 -0.10
C 8.44 -0.51 -1.31
O 7.24 -0.28 -2.03
C 1.38 1.93 -0.13
O 2.09 2.20 -1.07
C 0.08 2.65 0.22
O -0.39 3.63 -0.33
N -0.44 2.03 1.30
C -1.64 2.49 1.96
C -2.90 1.71 1.59
C -3.20 1.83 0.09
N -4.47 1.22 -0.25
C -4.98 1.70 -1.53
C -6.36 1.09 -1.78
O -6.31 -0.31 -1.80
C -5.78 -0.80 -0.58
C -4.39 -0.23 -0.31
C -0.78 -0.89 0.38
O -0.44 -0.08 -0.67
C -0.27 -0.59 -1.97
H -2.04 -4.57 -0.78
H -2.81 -3.80 -2.18
H -3.56 -3.65 -0.57
H -2.32 -3.76 1.36
H -1.65 -2.93 3.55
H -0.45 -0.77 3.75
H 0.58 1.04 2.83
H 3.45 -1.10 2.34
H 2.77 -0.12 -1.55
H 4.84 -0.31 -2.90
H 5.19 0.27 1.97
H 9.43 0.25 0.47
H 8.46 1.46 -0.43
H 9.26 -0.32 -2.00
H 8.47 -1.56 -0.97
H -1.48 2.43 3.05
H -1.76 3.54 1.68
H -2.77 0.66 1.87
H -3.74 2.11 2.15
H -2.37 1.40 -0.49
H -3.26 2.89 -0.16
H -5.07 2.79 -1.48
H -4.31 1.43 -2.36
H -6.74 1.40 -2.75
H -7.05 1.43 -0.99
H -5.75 -1.89 -0.68
H -6.45 -0.52 0.25
H -4.04 -0.61 0.65
H -3.70 -0.57 -1.10
H -1.22 -0.79 -2.46
H 0.25 0.21 -2.51
H 0.34 -1.49 -1.97

Summary:
- Structure (SMILES): COc1cccc([C@H]2/C(=C(\O)c3ccc4c(c3)OCCO4)C(=O)C(=O)N2CCCN2CCOCC2)c1OC
- LUMO level: 0.1 eV
- Energy relative to the best compared isomer or geometry (same formula, charge and spin): 0.016 eV
- Charge: 0
- E: -1797.5570 Ha
- HOMO level: -8.3 eV
- Gap between HOMO and LUMO: 8.41 eV

Computed Mulliken charges, given in elementary charges: C -1.06; O -0.25; C 0.36; C -0.33; C -1.30; C -0.65; C 0.41; C -1.60; C -0.61; C 1.20; O -0.54; C -0.49; C -0.27; C -1.12; C 0.59; C 0.04; C -0.17; O -0.47; C -0.45; C -0.46; O -0.47; C 1.02; O -0.69; C 0.34; O -0.70; N 0.33; C -1.33; C -0.49; C -0.36; N 0.00; C -0.44; C -0.68; O -0.42; C -0.87; C 0.28; C 1.35; O -0.12; C -1.14; H 0.39; H 0.26; H 0.35; H 0.49; H 0.40; H 0.46; H 0.92; H 0.51; H 0.47; H 0.44; H 0.61; H 0.35; H 0.30; H 0.35; H 0.29; H 0.34; H 0.54; H 0.04; H 0.47; H -0.05; H 0.54; H 0.40; H 0.26; H 0.37; H 0.35; H 0.33; H 0.38; H 0.18; H -0.03; H 0.21; H 0.30; H 0.34

A molecular structure, C20H27N3O4 at a distorted geometry. Source: the Open Molecules 2025 dataset; level of theory: the ωB97M-V functional and the def2-TZVPD basis.

Cartesian coordinates (Å):
C 1.65 -3.58 -7.88
C 0.98 -3.51 -6.41
H 1.42 -4.32 -5.75
H -0.09 -3.77 -6.55
O 1.10 -2.06 -6.08
C 0.80 -1.98 -4.82
C 0.29 -2.91 -4.01
C -0.48 -2.53 -2.71
C -0.26 -1.25 -2.29
C 0.48 -0.26 -3.03
C 0.85 -0.88 -4.30
O 1.42 0.05 -5.28
C 1.76 1.67 -4.87
H 0.84 1.92 -4.55
H 2.18 1.99 -5.69
H 2.55 1.47 -3.96
H 0.72 0.81 -2.68
C -0.53 -0.85 -0.95
N -0.63 0.33 -0.30
O -1.00 0.19 0.84
C -1.60 -0.96 0.91
N -1.16 -1.90 -0.10
C -2.23 -1.51 2.26
H -1.80 -2.55 2.44
H -3.59 -1.45 1.99
C -1.96 -0.45 3.47
H -2.49 -0.59 4.18
C -0.57 -0.65 3.91
C -0.10 0.40 4.91
O -0.13 0.13 6.17
N -0.17 1.65 4.59
H -0.21 1.98 3.50
C 0.08 2.80 5.51
H 0.18 2.49 6.39
C 1.38 3.70 5.09
C 0.77 4.75 4.57
H 1.38 5.81 4.50
C -0.24 5.09 5.28
H -1.12 5.85 4.68
H -0.20 5.43 6.15
C -0.93 3.86 5.45
H -1.56 3.56 6.18
H -1.63 3.57 4.37
H 0.71 4.82 3.32
H 1.96 3.02 4.42
H 1.86 4.03 6.18
H -0.16 -1.44 4.24
H 0.28 -0.14 3.08
H -2.32 0.53 3.14
H -0.83 -3.38 -2.11
H -0.16 -3.95 -4.23
H 1.00 -2.84 -8.54
H 1.33 -4.50 -8.23
H 2.75 -3.26 -7.84

Summary:
- LUMO level: 0.4 eV
- Energy relative to the best compared isomer or geometry (same formula, charge and spin): 22.773 eV
- Charge: 0
- E: -1242.8098 Ha
- HOMO level: -8.3 eV
- Gap between HOMO and LUMO: 8.76 eV

Computed Mulliken charges, given in elementary charges: C -1.20; C -0.44; H 0.37; H 0.40; O -0.28; C 0.76; C -0.71; C -0.95; C 0.17; C -0.84; C 1.26; O -0.52; C -0.73; H 0.41; H 0.22; H 0.26; H 0.30; C 0.51; N -0.61; O 0.08; C 0.26; N -0.44; C -0.48; H 0.28; H 0.26; C -1.18; H 1.02; C -0.54; C 0.43; O -0.75; N -0.22; H 0.40; C -1.08; H 0.89; C -0.38; C -0.40; H 0.26; C -0.82; H 0.27; H 0.37; C -0.68; H 0.56; H 0.17; H 0.21; H 0.28; H 0.21; H 0.68; H 0.05; H 0.26; H 0.38; H 0.26; H 0.25; H 0.46; H 0.29

A molecular structure, C34H38AsF3N3O5PRh at a distorted geometry. Source: the Open Molecules 2025 dataset; level of theory: the ωB97M-V functional and the def2-TZVPD basis.

Cartesian coordinates (Å):
Rh -0.86 0.16 -0.12
O -4.74 -5.24 1.58
C -4.36 -5.05 0.42
O -4.44 -5.66 -0.65
C -3.53 -3.72 0.28
C -3.01 -3.35 -0.96
C -2.24 -2.21 -1.04
N -2.02 -1.48 0.05
C -2.49 -1.80 1.25
C -3.27 -2.94 1.40
C -2.08 -0.84 2.31
C -2.41 -0.98 3.64
C -1.97 -0.04 4.56
C -1.21 1.03 4.12
C -0.91 1.12 2.77
N -1.33 0.22 1.90
C -1.59 -1.64 -2.26
C -1.62 -2.25 -3.50
C -0.97 -1.65 -4.57
C -0.33 -0.45 -4.39
C -0.32 0.12 -3.12
N -0.92 -0.47 -2.09
H -3.24 -3.98 -1.82
H -3.68 -3.26 2.35
H -3.01 -1.83 3.96
H -2.21 -0.15 5.61
H -0.84 1.78 4.81
H -0.31 1.93 2.37
H -2.14 -3.19 -3.62
H -0.98 -2.13 -5.54
H 0.17 0.06 -5.21
H 0.17 1.06 -2.91
F 6.21 6.13 -1.85
C 5.39 6.45 -0.83
F 4.95 7.70 -1.05
F 6.14 6.47 0.28
C 4.26 5.46 -0.71
C 4.58 4.12 -0.50
C 3.57 3.18 -0.39
C 2.23 3.57 -0.48
C 1.93 4.92 -0.68
C 2.94 5.86 -0.80
C 1.19 2.58 -0.37
C 0.33 1.74 -0.28
H 5.62 3.82 -0.43
H 3.81 2.14 -0.24
H 0.89 5.22 -0.75
H 2.71 6.90 -0.95
C 0.69 -4.39 1.82
C 0.52 -3.69 0.49
O 1.51 -2.62 0.36
P 1.17 -1.09 0.36
O 2.41 -0.49 -0.41
C 2.71 -0.83 -1.78
C 3.92 -1.74 -1.85
O 1.42 -0.53 1.81
C 2.72 -0.32 2.44
C 3.25 -1.60 3.06
H 0.16 -5.35 1.79
H 0.29 -3.80 2.64
H 1.74 -4.59 2.00
H -0.49 -3.28 0.39
H 0.69 -4.37 -0.34
H 2.90 0.11 -2.29
H 1.84 -1.30 -2.26
H 4.75 -1.29 -1.32
H 4.21 -1.91 -2.88
H 3.69 -2.70 -1.38
H 2.53 0.44 3.19
H 3.41 0.07 1.69
H 2.51 -2.03 3.73
H 4.15 -1.37 3.63
H 3.50 -2.33 2.29
C -3.12 3.23 -0.91
As -3.03 1.35 -0.52
C -4.32 1.13 0.90
C -4.03 0.57 -1.98
H -4.16 3.52 -1.08
H -2.52 3.45 -1.78
H -2.72 3.79 -0.06
H -5.26 1.57 0.58
H -3.97 1.60 1.81
H -4.47 0.07 1.09
H -4.99 1.08 -2.05
H -4.20 -0.49 -1.79
H -3.49 0.68 -2.92

Summary:
- LUMO level: -3.9 eV
- Energy relative to the best compared isomer or geometry (same formula, charge and spin): 0.000 eV
- Charge: +1
- E: -4846.0508 Ha
- HOMO level: -10.4 eV
- Gap between HOMO and LUMO: 6.53 eV

Computed Mulliken charges, given in elementary charges: Rh -0.32; O -0.70; C 0.21; O -0.70; C -1.23; C -0.60; C -0.62; N 2.67; C -0.45; C -0.63; C 0.58; C -0.75; C -0.89; C -0.88; C -0.99; N 1.17; C 0.63; C -0.71; C -0.90; C -0.79; C -1.27; N 1.44; H 0.79; H 0.79; H 0.57; H 0.50; H 0.53; H 0.52; H 0.58; H 0.48; H 0.53; H 0.52; F -0.25; C 0.82; F -0.28; F -0.25; C 0.34; C -1.02; C -0.14; C 0.10; C -0.79; C -0.68; C 0.85; C -0.80; H 0.39; H 0.31; H 0.48; H 0.46; C -1.39; C 0.41; O -0.24; P 0.57; O -0.15; C -0.05; C -1.43; O -0.15; C -0.11; C -1.13; H 0.45; H 0.25; H 0.35; H -0.34; H 0.42; H 0.43; H 0.03; H 0.33; H 0.46; H 0.24; H 0.38; H 0.07; H 0.27; H 0.46; H 0.19; C -1.23; As 1.10; C -1.22; C -1.26; H 0.45; H 0.40; H 0.40; H 0.55; H 0.34; H 0.32; H 0.55; H 0.34; H 0.34